The following is a quantum chemistry calculation of a 9-piece molecular cluster, C23H62NO10PS9 overall, from the OMol25 dataset.

HOMO energy in eV: -7.99
E_LUMO in eV: 0.35
DFT total energy in Ha: -5645.48204
Kohn-Sham gap in eV: 8.33

Atoms and positions in Å:
C1 1.507 -1.901 0.027
C2 0.153 -2.330 0.611
S1 -0.938 -3.151 -0.577
C3 -1.917 -1.801 -1.278
C4 -2.547 -0.826 -0.280
C5 -3.527 -1.456 0.731
C6 -4.761 -1.647 -0.141
P1 -6.319 -2.064 0.700
O1 -6.211 -3.039 1.811
C7 -4.765 -0.246 -0.749
O2 -5.715 0.474 -0.903
N1 -3.413 0.140 -1.023
H1 1.505 -0.832 -0.190
H2 1.674 -2.418 -0.921
H3 2.330 -2.103 0.716
H4 0.295 -3.067 1.406
H5 -0.367 -1.481 1.053
H6 -2.688 -2.311 -1.869
H7 -1.325 -1.213 -1.990
H8 -1.741 -0.311 0.244
H9 -3.736 -0.646 1.443
H10 -3.117 -2.321 1.247
H11 -4.601 -2.422 -0.895
H12 -7.120 -2.508 -0.371
H13 -6.896 -0.837 1.056
H14 -3.310 -0.003 -2.027
C8 1.720 3.936 0.852
S2 1.155 2.869 -0.471
O3 0.459 1.710 0.167
C9 2.780 2.282 -0.942
H15 0.840 4.364 1.329
H16 2.292 3.362 1.578
H17 2.336 4.731 0.433
H18 3.244 1.805 -0.078
H19 3.368 3.124 -1.298
H20 2.647 1.557 -1.743
C10 4.065 5.700 5.660
S3 3.186 4.417 4.773
O4 3.586 4.520 3.342
C11 1.555 5.162 4.897
H21 5.123 5.449 5.663
H22 3.910 6.656 5.159
H23 3.701 5.741 6.687
H24 1.577 6.153 4.444
H25 1.265 5.223 5.946
H26 0.857 4.522 4.361
C12 9.468 5.465 5.284
S4 8.574 5.239 6.825
O5 7.138 5.479 6.520
C13 9.183 6.727 7.624
H27 9.184 4.652 4.619
H28 9.190 6.421 4.843
H29 10.539 5.424 5.479
H30 8.926 7.595 7.016
H31 10.263 6.651 7.753
H32 8.701 6.798 8.596
C14 1.919 -6.562 2.513
S5 0.187 -6.073 2.551
O6 0.166 -4.610 2.854
C15 -0.195 -6.913 4.095
H33 2.369 -6.093 1.640
H34 2.420 -6.221 3.419
H35 1.981 -7.646 2.419
H36 0.458 -6.545 4.888
H37 -0.069 -7.986 3.957
H38 -1.232 -6.693 4.337
C16 -2.976 -6.371 -1.483
S6 -2.674 -7.623 -0.242
O7 -1.293 -7.379 0.260
C17 -2.590 -9.004 -1.389
H39 -3.013 -5.405 -0.980
H40 -2.164 -6.381 -2.209
H41 -3.924 -6.574 -1.981
H42 -1.814 -8.813 -2.128
H43 -3.556 -9.125 -1.879
H44 -2.353 -9.895 -0.811
C18 3.624 6.172 -4.996
S7 4.301 4.963 -3.855
O8 3.378 4.918 -2.689
C19 5.720 5.942 -3.350
H45 2.695 5.767 -5.390
H46 3.428 7.101 -4.462
H47 4.330 6.335 -5.811
H48 5.375 6.887 -2.932
H49 6.367 6.111 -4.211
H50 6.256 5.375 -2.593
C20 -5.105 -6.556 -5.681
S8 -3.343 -6.869 -5.832
O9 -2.896 -7.432 -4.530
C21 -2.841 -5.144 -5.842
H51 -5.605 -7.519 -5.610
H52 -5.293 -5.971 -4.781
H53 -5.456 -6.024 -6.566
H54 -3.189 -4.662 -4.928
H55 -3.255 -4.651 -6.721
H56 -1.755 -5.119 -5.883
C22 -6.785 5.086 -3.740
S9 -5.281 4.171 -4.103
O10 -5.362 3.763 -5.532
C23 -5.699 2.728 -3.123
H57 -6.747 6.018 -4.299
H58 -7.648 4.499 -4.053
H59 -6.829 5.298 -2.672
H60 -6.639 2.309 -3.480
H61 -5.775 3.003 -2.073
H62 -4.899 2.002 -3.243